Below is 4 unconnected molecules or ions with the total composition C18H45IN3O6 at a distorted geometry, with properties calculated with the ωB97M-V functional and the def2-TZVPD basis.

Output
- LUMO: 2.3 eV
- Net charge: -1
- DFT total energy: -44241.9131 eV
- HOMO energy: -0.160 Eh
- Relative energy (zero: lowest compared OMol25 entry of this formula, charge and spin): 188.01 kcal/mol

Structure (XYZ):
```
73
Properties=species:S:1:pos:R:3:mulliken_charge:R:1
I 49.85500 45.44400 26.00900 -0.6679
C 51.44800 48.08200 24.06000 -0.7336
O 52.33500 48.93600 23.74200 -0.3060
C 52.66800 49.79600 24.92300 -0.3923
C 53.61900 50.80400 24.25400 -0.5365
N 53.71500 52.00200 25.14400 -0.3595
C 54.38100 53.01600 24.29800 -0.8217
C 54.39900 54.18600 25.32900 -0.5824
O 55.16400 55.18200 24.77700 -0.3245
C 55.27800 56.34200 25.52900 -0.7570
H 51.42900 47.49200 24.99500 0.1044
H 51.09000 47.33100 23.30700 0.3298
H 50.40700 48.42200 24.15800 0.3865
H 53.16900 49.35500 25.87200 0.2580
H 51.71600 50.33700 25.40800 0.2395
H 53.45500 51.06500 23.18800 0.3623
H 54.70000 50.38500 23.95800 0.2226
H 54.34800 51.66600 25.84600 0.2521
H 53.85400 53.47700 23.54000 0.3766
H 55.27900 52.67700 24.04400 0.5018
H 54.93000 53.91500 26.15900 0.4520
H 53.45900 54.59300 25.41200 0.4033
H 54.29900 56.83900 26.04000 0.2231
H 55.64400 57.23800 25.06300 0.2941
H 55.83200 56.07300 26.39700 0.3243
C 48.21100 39.21600 25.01600 -0.4476
O 49.51800 39.62900 25.63000 -0.3288
C 49.30000 40.70200 26.40200 0.1691
C 50.66200 40.91500 27.08800 -0.9964
N 50.87000 42.05900 27.93100 -0.0872
C 52.17800 42.18400 28.64400 -0.4757
C 52.32200 43.59600 29.25900 -0.7438
O 53.57000 43.51100 30.05500 -0.3374
C 53.63900 44.46500 31.10300 -0.8865
H 47.56700 38.92800 25.79200 0.3602
H 47.75400 40.23800 24.58400 -0.0398
H 48.09200 38.36800 24.21000 0.2558
H 48.39700 40.60700 27.23600 0.1757
H 49.14400 41.60200 25.66300 0.1301
H 51.42500 40.87700 26.41100 0.3798
H 50.89600 40.17600 27.81600 0.3414
H 50.64100 42.92200 27.42500 0.0594
H 53.12800 41.97000 28.08600 0.2326
H 52.24900 41.31400 29.50200 0.1697
H 51.47000 43.85900 29.70300 0.5635
H 52.43100 44.35500 28.55500 0.4007
H 54.45000 44.26000 31.79700 0.2850
H 52.79300 44.35900 31.61000 0.4026
H 53.94500 45.47400 30.95800 0.3065
C 44.67700 41.01200 21.26400 -0.8833
O 45.32500 42.19300 21.74700 -0.2938
C 45.47200 42.40400 23.16200 -0.3116
C 46.48000 43.57100 23.38200 -0.5435
N 46.61200 43.91900 24.88500 0.1127
C 45.66400 44.90800 25.31000 -1.0642
C 45.74500 45.15200 26.85000 0.0208
O 44.70300 45.97100 27.14100 -0.3098
C 44.68500 46.10200 28.57600 -0.7341
H 43.70100 41.04400 21.65800 0.3505
H 44.95600 40.13100 21.62200 0.3925
H 44.98300 41.01100 20.16900 0.2192
H 45.84800 41.46300 23.55300 0.0150
H 44.66000 42.68800 23.56300 0.5062
H 46.29400 44.47300 22.70100 0.3158
H 47.46100 43.05400 23.03600 0.2696
H 47.51900 44.30500 25.05700 -0.1314
H 44.67300 44.66900 25.19200 0.4159
H 45.83700 45.84100 24.72300 0.2998
H 46.84300 45.58300 27.15300 0.1520
H 45.34000 44.16600 27.26400 0.1948
H 45.67300 46.37600 28.83100 0.3248
H 44.38200 45.14500 29.05400 0.2678
H 43.93600 46.77300 28.81100 0.2762
```

---

Below is a molecular structure, C44H56N7O4P3SSr at a distorted geometry, with properties calculated with the ωB97M-V functional and the def2-TZVPD basis.

Output
- LUMO: 3.5 eV
- Net charge: -2
- DFT total energy: -104692.3874 eV
- HOMO energy: -0.079 Eh
- Relative energy (zero: lowest compared OMol25 entry of this formula, charge and spin): 0.00 kcal/mol

Structure (XYZ):
```
116
Properties=species:S:1:pos:R:3:mulliken_charge:R:1
Sr -1.37641 -0.33329 -0.59327 1.3540
C 2.59414 -5.69923 1.54616 -0.4970
C 3.01961 -4.90516 0.44535 -0.6763
C 3.13641 -3.52070 0.57035 -0.1608
C 2.80310 -2.87621 1.73278 0.4021
C 2.24669 -3.62293 2.74354 -0.4456
C 2.21892 -5.04278 2.71929 -0.5819
P 3.17442 -1.07917 2.03829 0.1900
C 4.49218 -1.16466 3.41457 -0.1412
C 5.13640 -2.26993 4.01923 0.1557
C 6.11623 -2.10014 4.99925 -0.7588
C 6.51735 -0.80353 5.33470 -0.3525
C 5.97964 0.28039 4.63046 -0.7599
C 4.97919 0.08263 3.72180 -0.2522
C 4.25663 -0.98392 0.58038 0.1061
C 5.55416 -1.44167 0.45916 0.2699
C 6.27908 -1.38205 -0.73136 -0.8323
C 5.62862 -0.81196 -1.83194 -0.4207
C 4.29203 -0.39298 -1.74345 -1.2641
C 3.54619 -0.39552 -0.51427 -0.4133
H 2.53688 -6.76775 1.52174 0.3934
H 3.28146 -5.41209 -0.49252 0.3721
H 3.64645 -2.98114 -0.22435 0.1774
H 1.83527 -3.12969 3.64341 0.3391
H 1.94472 -5.63663 3.59153 0.3674
H 4.80649 -3.27482 3.73794 0.3163
H 6.56759 -2.93504 5.53817 0.3681
H 7.19865 -0.59463 6.15419 0.3390
H 6.29116 1.28499 4.71240 0.4230
H 4.54619 0.90057 3.20503 0.4087
H 6.05902 -1.87587 1.30571 0.3629
H 7.29233 -1.66908 -0.76085 0.4568
H 6.13495 -0.82302 -2.82776 0.2426
H 3.76945 -0.09835 -2.60616 0.7620
C 2.43333 4.38349 -0.70746 -1.1853
N 2.03871 3.10246 -0.12570 0.4651
C 3.22128 2.40631 0.45666 -0.9159
C 0.90200 2.37335 -0.58121 -0.3957
N 0.72224 1.11421 -0.73030 0.8407
N -0.27661 3.19865 -0.64777 0.1420
C -1.59330 2.72667 -1.02894 0.3703
N -2.16461 2.06473 0.04639 -0.3581
N -2.12323 2.95041 -2.15471 -0.8973
H 1.55799 4.91832 -1.01098 0.3781
H 3.14321 4.26607 -1.50577 0.3163
H 2.88131 5.00967 0.10666 0.2963
H 3.96289 2.03846 -0.25094 0.3725
H 2.87273 1.54817 1.03901 -0.0797
H 3.68092 3.06507 1.18712 0.5034
H 1.57119 0.56727 -0.53305 -0.4296
H -0.07179 4.21399 -0.75906 0.1298
H -1.72055 2.16179 0.95275 -0.0293
H -3.10921 1.50449 -0.11725 0.3310
H -3.08203 2.40180 -2.31912 0.3380
S -2.56700 -4.58566 -3.53230 -0.4933
C -1.88913 -3.25219 -2.85392 -0.0057
N -1.40469 -2.34980 -2.32594 -0.5996
O -4.71690 0.79987 -2.32427 -0.7434
C -4.75256 0.08037 -1.35700 0.7381
O -3.87734 -0.01997 -0.44427 -0.9409
C -5.90007 -0.93125 -1.22467 0.4270
C -6.46300 -1.27854 -0.01626 -0.6907
C -7.09557 -2.50817 0.09389 -0.3869
C -7.18851 -3.34859 -1.02474 -0.5649
C -6.86302 -2.85045 -2.26875 0.0797
C -6.17110 -1.66256 -2.38065 -0.6047
N -7.28697 -3.50869 -3.50555 1.0050
O -7.17913 -2.91554 -4.57437 -0.5893
O -7.84040 -4.59717 -3.41286 -0.6319
H -6.28950 -0.68644 0.82238 0.4954
H -7.43498 -2.86391 1.04179 0.3998
H -7.51925 -4.38065 -0.93832 0.4245
H -5.79443 -1.33560 -3.35865 0.5484
C 1.58109 0.80702 -5.65147 -1.3845
P 0.31994 -0.03772 -4.54402 0.8086
C 0.93157 -1.75872 -4.95200 -1.3868
C -1.13604 0.19177 -5.66855 0.5977
C -1.82926 -0.94384 -5.89726 -0.3892
C -3.05387 -0.88470 -6.58709 -0.7558
C -3.53372 0.28225 -7.11855 -0.4374
C -2.81111 1.44933 -6.94234 -0.4125
C -1.62724 1.41399 -6.21430 -0.4261
H 1.60509 0.20120 -6.55856 0.3920
H 2.51775 0.81615 -5.09254 0.3427
H 1.30052 1.81883 -5.89954 0.3895
H 1.10363 -2.01551 -6.00623 0.3755
H 0.33500 -2.50100 -4.42011 0.2925
H 1.88043 -1.71867 -4.45739 0.4633
H -1.54593 -1.87851 -5.41541 0.0815
H -3.62670 -1.77216 -6.72524 0.4488
H -4.50931 0.27344 -7.61703 0.3350
H -3.19854 2.41521 -7.29794 0.3109
H -1.16583 2.37203 -6.03112 0.2769
C 0.68242 2.64022 4.95025 -1.3923
C 0.08527 2.85423 3.60686 -0.0410
P -1.73774 2.89168 3.67537 0.3919
C -1.98840 4.36728 4.87855 -0.7636
C -3.46808 4.81637 4.85032 -1.1922
C -2.16430 1.43092 4.72294 -0.5176
C -2.76687 0.23428 4.03926 -1.0421
H 0.48435 1.61506 5.27403 0.3215
H 0.20427 3.29646 5.67412 0.2647
H 1.79161 2.67378 4.98966 0.3869
H 0.46995 2.07313 2.92232 0.0117
H 0.39317 3.81416 3.15050 0.4308
H -1.29872 5.16481 4.51978 0.3771
H -1.73144 4.15560 5.90065 0.3478
H -4.06213 3.94075 5.05576 0.3019
H -3.68810 5.12721 3.82060 0.3190
H -3.78273 5.66777 5.48845 0.3488
H -2.90114 1.87895 5.40366 0.3805
H -1.31880 1.08258 5.29055 0.3496
H -3.45435 0.69852 3.28269 0.2349
H -3.36285 -0.34646 4.73788 0.3838
H -2.04000 -0.41647 3.56198 0.0772
H -1.00098 -0.53630 1.52919 -0.2109
```

---

Below is C5H4Cl2FNO2S in the gas phase at a distorted geometry, with properties calculated with the ωB97M-V functional and the def2-TZVPD basis.

Output
- SMILES: O=S(=O)(c1ccc[nH]1)C(F)(Cl)Cl
- LUMO: 0.3 eV
- DFT total energy: -49430.6062 eV
- HOMO energy: -0.348 Eh
- Relative energy (zero: lowest compared OMol25 entry of this formula, charge and spin): 0.00 kcal/mol

Structure (XYZ):
```
16
Properties=species:S:1:pos:R:3:nbo_charge:R:1
C -0.15911 -0.93973 -0.79210 -0.2919
C 1.14879 -0.65230 -0.41461 -0.2233
C -1.01092 -0.30998 0.13371 -0.0192
C 1.05800 0.09286 0.74309 -0.2700
C 2.95116 2.29971 1.50546 0.0755
N -0.22161 0.31917 1.07493 -0.4751
O 3.28757 -0.29141 1.89283 -0.9039
O 1.36609 0.83007 3.05750 -0.9394
F 2.01365 3.17887 1.70655 -0.3121
S 2.18433 0.58499 1.90837 2.1652
Cl 4.23342 2.59610 2.72430 0.0199
Cl 3.50292 2.46709 -0.17650 0.0191
H -0.52773 -1.29244 -1.74643 0.2324
H 1.91121 -1.19223 -1.01937 0.2575
H -2.00583 -0.22401 0.25144 0.2068
H -0.42139 0.60648 2.04158 0.4585
```

---

What did the third record say?
Below is C5H4Cl2FNO2S in the gas phase at a distorted geometry, with properties calculated with the ωB97M-V functional and the def2-TZVPD basis.

Output
- SMILES: O=S(=O)(c1ccc[nH]1)C(F)(Cl)Cl
- LUMO: 0.3 eV
- DFT total energy: -49430.6062 eV
- HOMO energy: -0.348 Eh
- Relative energy (zero: lowest compared OMol25 entry of this formula, charge and spin): 0.00 kcal/mol

Structure (XYZ):
```
16
Properties=species:S:1:pos:R:3:nbo_charge:R:1
C -0.15911 -0.93973 -0.79210 -0.2919
C 1.14879 -0.65230 -0.41461 -0.2233
C -1.01092 -0.30998 0.13371 -0.0192
C 1.05800 0.09286 0.74309 -0.2700
C 2.95116 2.29971 1.50546 0.0755
N -0.22161 0.31917 1.07493 -0.4751
O 3.28757 -0.29141 1.89283 -0.9039
O 1.36609 0.83007 3.05750 -0.9394
F 2.01365 3.17887 1.70655 -0.3121
S 2.18433 0.58499 1.90837 2.1652
Cl 4.23342 2.59610 2.72430 0.0199
Cl 3.50292 2.46709 -0.17650 0.0191
H -0.52773 -1.29244 -1.74643 0.2324
H 1.91121 -1.19223 -1.01937 0.2575
H -2.00583 -0.22401 0.25144 0.2068
H -0.42139 0.60648 2.04158 0.4585
```